[1]
122
Properties=species:S:1:pos:R:3:mulliken_charge:R:1 method="wB97M-V/def2-TZVPD" smiles="COP(=O)(OC)OC.COP(=O)(OC)OC.COP(=O)(OC)OC.COP(=O)(OC)OC.COCCOCCOC.COCCOCCOC.ClCCCl" homo_energy_ha=-0.3395 total_charge=0 gap_ev=9.688 largest_force_ev_per_a=5.36 total_energy_ha=-4972.606956
Cl -15.021 33.597 -31.635 -0.183
C -15.644 33.351 -29.958 0.321
C -15.742 34.607 -29.113 0.329
Cl -16.577 35.803 -30.018 -0.204
H -14.770 32.889 -29.499 -0.600
H -16.514 32.694 -29.939 0.409
H -14.749 35.032 -28.967 -0.275
H -16.231 34.495 -28.146 0.245
C -12.474 35.335 -20.012 -0.648
O -12.019 36.593 -20.210 -0.370
P -10.916 36.870 -21.356 0.764
O -9.852 35.805 -21.460 -0.465
O -11.925 37.097 -22.637 -0.311
C -12.267 36.071 -23.521 -0.357
O -10.182 38.314 -21.076 -0.392
C -8.826 38.572 -21.407 -0.595
H -12.061 34.901 -19.101 0.264
H -12.288 34.618 -20.812 0.284
H -13.547 35.385 -19.827 0.278
H -12.920 35.391 -22.974 0.165
H -11.359 35.558 -23.840 0.161
H -12.788 36.547 -24.352 0.310
H -8.706 39.562 -20.967 0.252
H -8.484 38.582 -22.442 0.266
H -8.217 37.767 -20.996 0.290
C -3.886 32.678 -27.729 -0.403
O -4.444 31.706 -28.488 -0.280
P -4.486 31.826 -30.092 0.824
O -3.239 31.388 -30.825 -0.738
O -5.011 33.347 -30.360 -0.221
C -4.876 33.850 -31.678 -0.670
O -5.883 30.959 -30.393 -0.010
C -5.993 30.144 -31.576 -0.510
H -3.223 33.363 -28.258 0.338
H -3.177 32.281 -27.003 0.193
H -4.776 33.138 -27.298 0.088
H -5.908 33.919 -32.022 0.103
H -4.252 33.216 -32.308 0.403
H -4.327 34.791 -31.715 0.282
H -5.345 30.617 -32.314 0.382
H -7.030 30.327 -31.855 0.174
H -5.950 29.056 -31.528 0.073
C -7.645 32.964 -26.414 -0.402
O -7.940 32.309 -25.249 0.032
P -6.927 32.392 -23.964 0.604
O -7.406 31.741 -22.692 -0.762
O -6.795 34.034 -23.728 -0.308
C -7.657 34.776 -22.898 -0.588
O -5.505 31.931 -24.493 -0.128
C -4.434 31.616 -23.565 -0.707
H -6.997 32.397 -27.082 0.293
H -7.119 33.911 -26.297 0.389
H -8.541 33.179 -26.997 -0.198
H -8.114 34.131 -22.147 0.435
H -8.453 35.301 -23.426 0.114
H -7.119 35.418 -22.200 0.302
H -4.585 32.288 -22.720 0.303
H -3.448 31.751 -24.011 0.219
H -4.548 30.548 -23.378 0.293
C -10.983 31.831 -26.009 -0.272
O -12.017 31.420 -26.808 -0.144
P -13.557 31.959 -26.558 0.682
O -13.937 33.257 -27.227 -0.261
O -13.671 32.041 -24.976 -0.395
C -14.700 32.809 -24.370 -0.311
O -14.519 30.715 -26.826 -0.413
C -14.438 30.082 -28.060 -0.508
H -11.142 32.893 -25.822 0.266
H -10.138 31.620 -26.664 -0.056
H -10.892 31.173 -25.145 0.390
H -15.560 33.129 -24.958 0.304
H -15.021 32.186 -23.536 0.306
H -14.190 33.690 -23.980 -0.097
H -14.817 30.769 -28.816 0.086
H -15.116 29.229 -28.088 0.276
H -13.376 29.964 -28.275 0.329
C -8.368 36.567 -31.067 -0.646
O -7.985 35.217 -31.167 -0.323
C -9.075 34.338 -31.577 -0.510
C -10.359 34.296 -30.613 0.092
O -10.893 35.550 -30.247 -0.372
C -11.809 35.499 -29.127 -0.626
C -11.063 35.458 -27.777 1.150
O -10.158 36.537 -27.597 -0.474
C -9.689 36.440 -26.269 -0.471
H -8.660 36.753 -30.034 0.134
H -9.105 36.976 -31.759 0.316
H -7.446 37.144 -31.136 0.277
H -8.555 33.396 -31.753 0.108
H -9.314 34.744 -32.559 0.420
H -10.146 33.641 -29.767 -0.049
H -11.148 33.754 -31.135 0.381
H -12.667 34.844 -29.282 -0.178
H -12.271 36.485 -29.172 0.435
H -10.466 34.546 -27.764 -0.636
H -11.855 35.368 -27.034 0.234
H -10.447 36.795 -25.571 0.302
H -8.828 37.108 -26.259 0.398
H -9.288 35.464 -25.994 0.004
C -8.163 24.046 -32.962 -0.862
O -8.529 25.138 -32.201 -0.275
C -7.341 25.743 -31.775 -0.549
C -7.794 26.713 -30.674 -0.914
O -8.579 27.798 -31.059 -0.076
C -9.865 27.579 -31.664 -0.286
C -10.600 28.946 -31.887 -0.812
O -11.201 29.633 -30.764 -0.339
C -10.233 30.406 -30.081 0.309
H -7.761 24.433 -33.899 0.353
H -9.073 23.523 -33.254 0.260
H -7.395 23.356 -32.612 0.315
H -6.981 26.322 -32.625 0.359
H -6.581 25.139 -31.279 0.479
H -6.901 27.175 -30.255 0.454
H -8.389 26.063 -30.033 0.360
H -10.399 26.940 -30.961 0.354
H -9.841 27.081 -32.633 0.292
H -11.488 28.842 -32.510 0.409
H -9.959 29.603 -32.475 0.324
H -10.037 31.364 -30.564 0.061
H -9.344 29.812 -29.868 0.294
H -10.571 30.706 -29.089 -0.514

[2]
117
Properties=species:S:1:pos:R:3:mulliken_charge:R:1 method="wB97M-V/def2-TZVPD" smiles="CC1(C)CCCC(C)(C)N1O.CC1(C)CCCC(C)(C)N1O.NC(N)=O.NC(N)=O.NC(N)=O.NC(N)=O.NC(N)=O.NC(N)=O.CCO" homo_energy_ha=-0.3310 total_charge=0 gap_ev=9.361 largest_force_ev_per_a=5.01 total_energy_ha=-2475.343049 relative_energy_kj_mol=2.2
C 1.980 -3.736 1.816 0.275
O 2.370 -2.615 2.253 -0.630
N 1.108 -3.812 0.809 -0.293
N 2.265 -4.864 2.451 -0.421
H 0.609 -2.968 0.563 -0.076
H 0.469 -4.591 0.881 0.309
H 2.868 -4.734 3.237 0.263
H 1.526 -5.617 2.520 0.289
C 0.794 2.400 -2.697 0.319
O 0.391 2.439 -1.557 -0.553
N 2.063 2.803 -3.014 -0.570
N 0.024 2.018 -3.803 -0.115
H 2.438 3.168 -2.139 0.252
H 2.674 2.122 -3.554 0.260
H 0.450 2.259 -4.728 0.291
H -0.534 1.223 -3.583 -0.108
C -4.253 -0.915 -0.723 0.589
O -3.654 0.122 -0.858 -0.755
N -4.334 -1.686 0.415 -0.321
N -4.992 -1.443 -1.798 -0.676
H -4.588 -2.618 0.315 0.245
H -3.606 -1.530 1.186 0.268
H -4.803 -0.979 -2.646 0.288
H -4.809 -2.410 -2.040 0.324
C -1.356 -5.314 3.105 0.484
O -0.569 -6.096 2.623 -0.700
N -1.004 -4.081 3.627 -0.222
N -2.669 -5.445 2.988 -0.426
H -0.103 -3.675 3.544 0.295
H -1.742 -3.454 3.888 0.050
H -3.334 -4.896 3.524 0.213
H -3.026 -6.442 2.911 0.266
C -0.459 -0.438 0.890 0.305
O -1.069 -1.538 0.966 -0.681
N -1.171 0.702 0.531 0.230
N 0.842 -0.324 1.181 1.087
H -0.677 1.439 0.081 -0.466
H -2.071 0.614 0.112 0.415
H 1.284 0.571 1.421 -0.755
H 1.396 -1.120 1.441 0.026
C -1.570 5.149 0.534 0.518
O -1.992 5.933 1.393 -0.678
N -1.975 3.847 0.369 -0.175
N -0.668 5.673 -0.393 -0.522
H -1.863 3.427 -0.516 0.134
H -2.937 3.645 0.745 0.219
H -0.092 5.006 -0.871 0.292
H -0.090 6.351 0.027 0.288
C -0.513 -3.225 -3.660 -1.630
C -0.261 -1.657 -3.725 1.793
C 0.724 -1.334 -4.842 -0.998
C 0.075 -1.464 -6.238 -0.643
C -1.121 -0.524 -6.343 -1.174
C -2.156 -0.847 -5.209 1.771
N -1.420 -0.742 -3.885 0.731
O -2.382 -0.964 -2.872 -0.455
C -3.230 0.209 -5.253 -1.977
C -2.768 -2.248 -5.421 -2.026
C 0.409 -1.342 -2.358 -1.776
H -0.980 -3.779 -4.545 0.259
H -1.311 -3.294 -2.951 0.362
H 0.406 -3.746 -3.326 0.389
H 1.216 -0.355 -4.622 0.264
H 1.493 -2.089 -4.830 0.419
H -0.311 -2.475 -6.400 0.259
H 0.753 -1.284 -7.104 0.399
H -1.595 -0.679 -7.312 0.376
H -0.843 0.536 -6.190 0.270
H -3.923 0.207 -4.397 0.276
H -2.809 1.221 -5.365 0.321
H -3.861 0.040 -6.083 0.591
H -2.866 -2.757 -4.502 0.453
H -3.797 -2.146 -5.787 0.453
H -2.272 -2.863 -6.112 0.345
H 1.431 -1.641 -2.327 0.750
H -0.224 -1.819 -1.618 0.315
H 0.304 -0.259 -2.044 -0.406
H -2.475 -0.137 -2.378 0.361
C 4.215 0.233 1.832 -2.083
C 3.943 1.686 2.271 1.964
C 3.913 2.600 1.085 -1.330
C 3.263 4.000 1.344 -0.687
C 1.883 3.884 1.916 -0.953
C 1.929 3.073 3.202 0.937
N 2.515 1.778 2.843 1.503
O 2.439 0.898 3.973 -0.655
C 2.577 3.859 4.371 -1.865
C 0.480 2.824 3.631 -1.537
C 5.052 2.142 3.232 -1.715
H 4.005 -0.427 2.617 0.584
H 5.241 0.163 1.536 0.521
H 3.486 -0.041 1.022 0.126
H 4.899 2.674 0.573 0.422
H 3.151 2.179 0.406 0.130
H 3.297 4.583 0.373 0.419
H 3.836 4.533 2.101 0.420
H 1.171 3.395 1.256 -0.315
H 1.398 4.800 2.160 0.658
H 2.003 4.740 4.480 0.472
H 2.503 3.208 5.201 0.508
H 3.599 4.230 4.248 0.398
H 0.549 2.116 4.478 0.364
H -0.013 3.717 3.860 0.607
H -0.079 2.429 2.712 0.002
H 5.274 1.332 3.962 0.420
H 4.872 3.065 3.777 0.200
H 5.899 2.307 2.617 0.488
H 3.008 1.361 4.641 0.347
C -0.942 -1.018 4.793 -0.830
C -2.373 -0.849 4.352 -0.240
O -2.795 -1.745 3.262 -0.669
H -0.229 -0.651 3.999 0.063
H -0.683 -2.065 4.806 0.303
H -0.657 -0.483 5.651 0.478
H -2.630 0.157 4.024 0.352
H -3.126 -1.140 5.152 0.258
H -2.108 -1.662 2.515 0.210

[3]
104
Properties=species:S:1:pos:R:3:mulliken_charge:R:1 method="wB97M-V/def2-TZVPD" homo_energy_ha=-0.1528 total_charge=-1 gap_ev=6.297 largest_force_ev_per_a=1.37 total_energy_ha=-1801.676286
C 4.931 -1.723 -2.627 -0.753
C 4.980 -0.345 -3.370 -0.525
C 4.204 0.748 -2.574 -0.488
C 2.989 1.318 -3.378 -0.683
C 1.595 0.933 -2.736 -0.745
Al 0.939 -0.916 -3.383 -0.350
H 4.321 -2.407 -3.221 0.206
H 4.518 -1.670 -1.618 0.087
H 5.940 -2.160 -2.537 0.340
H 6.041 -0.102 -3.522 0.397
H 4.553 -0.482 -4.366 0.303
H 3.791 0.342 -1.645 0.271
H 4.875 1.575 -2.298 0.290
H 3.057 2.420 -3.457 0.157
H 2.956 0.958 -4.416 0.413
H 1.725 0.843 -1.645 0.233
H 0.909 1.743 -3.025 0.335
H -0.111 -0.817 -4.596 -0.336
H 0.173 -1.585 -2.125 0.002
H 2.170 -1.914 -3.708 -0.151
C -3.061 -2.823 -0.299 -1.044
C -1.951 -1.992 0.322 1.215
C -2.291 -1.580 1.747 -1.314
O -1.722 -0.840 -0.468 -0.300
H -3.984 -2.246 -0.351 0.007
H -2.801 -3.106 -1.322 0.313
H -3.249 -3.735 0.278 0.425
H -1.020 -2.564 0.320 -0.164
H -3.195 -0.965 1.772 0.108
H -1.483 -0.978 2.169 0.328
H -2.446 -2.456 2.384 0.391
H -2.534 -0.321 -0.480 0.196
C 2.793 -2.763 1.496 -1.113
C 2.125 -4.095 1.798 0.559
C 1.030 -3.943 2.844 -0.997
O 3.101 -5.036 2.256 -0.577
H 3.266 -2.356 2.396 0.349
H 3.579 -2.891 0.749 0.252
H 2.073 -2.034 1.120 0.325
H 1.700 -4.504 0.881 0.105
H 1.442 -3.577 3.790 0.370
H 0.563 -4.907 3.052 0.328
H 0.258 -3.247 2.509 0.046
H 3.485 -4.686 3.064 0.344
C -7.364 -0.115 -0.379 -1.436
C -6.034 0.518 -0.001 0.761
C -5.846 1.862 -0.686 -1.423
O -4.965 -0.361 -0.357 -0.382
H -7.412 -0.297 -1.457 0.441
H -7.481 -1.082 0.114 0.305
H -8.200 0.525 -0.096 0.373
H -5.988 0.648 1.081 -0.179
H -5.844 1.745 -1.774 0.370
H -4.885 2.301 -0.411 0.349
H -6.639 2.560 -0.413 0.396
H -4.989 -0.489 -1.311 0.273
C 1.192 3.887 -0.339 -1.173
C 1.423 5.096 -1.230 0.559
C 2.456 6.035 -0.626 -1.222
O 0.189 5.796 -1.428 -0.578
H 0.809 4.196 0.640 0.438
H 0.449 3.223 -0.780 0.267
H 2.115 3.324 -0.192 0.280
H 1.759 4.766 -2.214 0.165
H 2.118 6.412 0.345 0.283
H 2.610 6.903 -1.270 0.347
H 3.412 5.533 -0.486 0.297
H -0.118 6.090 -0.567 0.342
C 1.203 -5.198 -3.026 -1.173
C -0.252 -5.438 -2.652 0.927
C -0.609 -6.916 -2.738 -1.530
O -1.108 -4.690 -3.510 -0.517
H 1.395 -5.514 -4.056 0.398
H 1.448 -4.136 -2.967 0.097
H 1.875 -5.749 -2.362 0.346
H -0.434 -5.076 -1.638 -0.005
H -0.478 -7.286 -3.759 0.371
H -1.657 -7.074 -2.472 0.356
H 0.015 -7.514 -2.069 0.363
H -0.959 -4.991 -4.409 0.325
C -5.860 -0.309 4.483 -1.071
C -6.738 0.923 4.334 0.473
C -7.535 1.194 5.601 -1.434
O -7.628 0.751 3.230 -0.497
H -6.470 -1.198 4.671 0.317
H -5.299 -0.495 3.565 0.159
H -5.152 -0.194 5.305 0.388
H -6.116 1.789 4.101 0.299
H -8.199 0.355 5.825 0.356
H -8.164 2.077 5.476 0.333
H -6.876 1.353 6.456 0.383
H -8.185 -0.009 3.415 0.326
C 6.215 4.210 2.103 -1.252
C 6.449 5.428 1.223 0.415
C 7.496 6.353 1.823 -1.333
O 5.223 6.136 1.044 -0.467
H 5.847 4.510 3.088 0.331
H 5.458 3.559 1.662 0.303
H 7.133 3.635 2.236 0.378
H 6.771 5.106 0.232 0.272
H 7.170 6.723 2.800 0.345
H 7.649 7.224 1.184 0.328
H 8.452 5.841 1.949 0.372
H 4.921 6.429 1.907 0.310

[4]
126
Properties=species:S:1:pos:R:3:mulliken_charge:R:1 method="wB97M-V/def2-TZVPD" homo_energy_ha=-0.0373 total_charge=-2 gap_ev=4.664 largest_force_ev_per_a=10.37 total_energy_ha=-3391.496183
Be -0.195 0.714 -0.244 0.679
C 1.285 1.516 -2.873 0.391
O 1.232 1.752 -4.070 -0.880
O 1.177 0.383 -2.380 0.094
O 1.516 2.421 -2.033 -1.001
P -1.877 -2.599 3.564 1.387
F -0.744 -1.344 3.454 -0.461
F -2.781 -1.975 2.407 -0.355
F -1.190 -3.574 2.441 -0.295
F -3.133 -3.692 3.659 -0.432
F -0.878 -3.353 4.648 -0.451
F -2.685 -1.805 4.756 -0.310
O -2.799 4.195 -0.779 -0.622
C -1.843 3.742 -1.444 0.241
O -1.213 4.435 -2.281 -0.768
O -1.579 2.599 -1.154 -0.489
H -3.038 3.295 -0.546 0.172
C -5.364 2.239 -3.808 -1.237
C -5.210 2.405 -5.256 0.798
C -4.246 1.496 -6.078 -0.761
O -2.893 1.893 -5.990 -0.454
C -2.352 1.313 -4.777 -0.015
N -6.567 2.210 -5.774 -0.801
H -4.579 2.677 -3.192 0.181
H -5.623 1.203 -3.589 0.210
H -6.172 2.851 -3.408 0.431
H -4.899 3.447 -5.319 0.181
H -4.457 1.616 -7.141 0.398
H -4.472 0.430 -6.052 0.321
H -2.801 1.622 -3.833 -0.247
H -1.287 1.539 -4.730 0.144
H -2.281 0.225 -4.797 0.328
H -6.894 1.256 -5.716 0.250
H -6.526 2.374 -6.770 0.283
C -0.667 -3.728 -0.726 -1.753
C -0.716 -2.209 -0.792 1.649
C -2.116 -1.619 -1.221 -1.207
O -2.464 -0.413 -0.631 0.628
C -3.775 0.141 -0.993 -0.805
N -0.249 -1.723 0.480 1.567
H 0.323 -4.123 -0.499 0.162
H -0.886 -3.955 -1.769 0.586
H -1.406 -4.130 -0.033 0.347
H -0.043 -1.907 -1.594 -0.352
H -2.875 -2.396 -1.128 0.404
H -2.108 -1.569 -2.310 0.473
H -4.530 -0.335 -0.366 0.378
H -4.097 -0.225 -1.968 0.453
H -3.784 1.223 -0.869 -0.137
H 0.671 -2.094 0.669 -0.920
H -0.728 -2.242 1.202 -0.537
C 3.895 0.642 2.398 -1.971
C 2.505 0.813 1.933 1.370
C 2.282 2.306 1.445 -0.842
O 0.894 2.537 1.202 0.781
C 0.626 3.908 1.392 -1.177
N 2.128 0.027 0.758 0.745
H 4.116 1.342 3.203 0.496
H 4.624 0.877 1.622 0.313
H 4.142 -0.388 2.657 0.400
H 1.798 0.518 2.709 -0.479
H 2.955 2.408 0.593 0.268
H 2.778 3.020 2.102 0.479
H -0.391 4.159 1.089 0.157
H 1.115 4.736 0.879 0.270
H 0.557 4.214 2.436 0.410
H 2.525 -0.894 0.876 -0.398
H 2.795 0.464 0.137 -0.131
C 5.028 -0.924 -2.315 -1.364
C 4.403 -2.197 -2.694 0.420
C 5.031 -3.441 -1.936 -1.173
O 5.062 -3.245 -0.460 -0.218
C 5.581 -4.341 0.217 -0.914
N 2.939 -2.021 -2.546 -0.383
H 6.088 -0.939 -2.568 0.541
H 5.103 -0.645 -1.264 0.197
H 4.664 -0.070 -2.886 0.308
H 4.557 -2.259 -3.772 0.343
H 6.057 -3.566 -2.282 0.472
H 4.552 -4.397 -2.145 0.468
H 4.886 -5.157 0.418 0.326
H 5.985 -4.010 1.173 0.255
H 6.390 -4.755 -0.384 0.375
H 2.502 -1.264 -3.052 0.296
H 2.759 -1.824 -1.573 -0.159
C -2.947 -0.226 7.782 -1.360
C -1.614 0.365 7.336 0.663
C -1.742 1.458 6.252 -0.423
O -0.544 2.099 5.785 -0.482
C 0.277 1.238 4.997 0.144
N -1.211 0.948 8.609 -0.848
H -3.513 0.423 8.449 0.375
H -2.812 -1.172 8.306 0.349
H -3.501 -0.566 6.906 0.311
H -0.884 -0.387 7.037 0.246
H -2.443 2.235 6.557 0.340
H -2.214 1.029 5.369 0.007
H 0.339 0.181 5.256 0.206
H 1.305 1.578 4.867 0.281
H -0.037 1.312 3.956 -0.358
H -1.873 1.618 8.974 0.286
H -0.468 1.575 8.338 0.266
C -2.649 1.640 1.923 -0.484
O -1.612 0.758 1.858 1.157
H -3.572 1.064 1.994 0.406
H -2.538 2.181 2.863 0.185
H -2.727 2.410 1.155 -0.301
H -1.636 0.015 2.466 -0.521
C -0.047 -1.547 -5.645 -0.835
O -0.459 -1.424 -4.329 -0.272
H -0.120 -0.629 -6.229 0.286
H 0.984 -1.901 -5.671 0.263
H -0.588 -2.356 -6.136 0.265
H 0.151 -0.810 -3.914 0.086
C 5.113 2.794 -2.437 -0.873
O 4.172 2.463 -1.412 -0.346
H 4.963 2.121 -3.281 0.298
H 4.922 3.817 -2.761 0.308
H 6.138 2.752 -2.068 0.243
H 3.367 2.490 -1.933 0.254
C 2.067 -3.676 2.102 -0.849
O 2.482 -2.742 1.202 -0.345
H 1.282 -3.377 2.796 0.132
H 1.844 -4.535 1.469 0.313
H 2.956 -3.925 2.682 0.371
H 3.277 -3.125 0.823 -0.072